No. 1
{"formula": "C8H32N16O8", "method": "the ωB97M-V functional and the def2-TZVPD basis", "lumo_ev": -0.20, "relative_energy_kj_mol": 158.1, "smiles": "NC(N)=O.NC(N)=O.NC(N)=O.NC(N)=O.NC(N)=O.NC(N)=O.NC(N)=O.NC(N)=O", "homo_energy_ev": -9.01, "max_force_ev_per_a": 1.67, "energy_ev": -49044.93933, "symbols": ["C", "O", "N", "N", "H", "H", "H", "H", "C", "O", "N", "N", "H", "H", "H", "H", "C", "O", "N", "N", "H", "H", "H", "H", "C", "O", "N", "N", "H", "H", "H", "H", "C", "O", "N", "N", "H", "H", "H", "H", "C", "O", "N", "N", "H", "H", "H", "H", "C", "O", "N", "N", "H", "H", "H", "H", "C", "O", "N", "N", "H", "H", "H", "H"], "positions_angstrom": [[-0.11742, 0.11214, 0.36951], [0.72709, 0.13601, 1.24617], [0.19149, 0.56932, -0.89621], [-1.35074, -0.42929, 0.48071], [-0.43939, 0.57681, -1.67806], [1.02236, 1.13888, -0.99857], [-1.99908, -0.30032, -0.27292], [-1.46299, -0.98021, 1.31151], [0.17394, 4.73021, -2.88623], [0.68997, 5.81318, -2.72717], [0.07032, 3.78626, -1.89961], [-0.41083, 4.36200, -4.07567], [-0.29785, 2.87774, -2.08609], [0.42530, 4.06975, -1.00579], [-0.79898, 3.46498, -4.28125], [-0.36182, 5.10247, -4.75192], [-1.20894, -1.70969, -2.86582], [-2.39629, -1.46775, -2.73696], [-0.56591, -2.63630, -2.09672], [-0.44282, -1.16368, -3.86231], [-1.12690, -3.33282, -1.64510], [0.43430, -2.68441, -2.05535], [-0.70117, -0.25863, -4.22326], [0.55598, -1.24877, -3.76052], [2.14006, 1.74510, -4.79999], [2.14318, 2.95191, -4.82884], [2.40931, 0.93669, -5.86456], [1.96030, 1.03318, -3.63100], [2.27614, 1.27218, -6.80060], [2.35007, -0.05921, -5.74320], [2.00664, 1.53486, -2.75549], [1.87059, 0.03714, -3.66594], [-0.94885, 0.51813, 5.19601], [-1.19830, 1.54047, 5.82216], [0.09239, 0.43636, 4.33035], [-1.72423, -0.60069, 5.29070], [0.65924, 1.26137, 4.43309], [0.38842, -0.32093, 3.74071], [-1.48161, -1.45607, 4.81823], [-2.65883, -0.47528, 5.63240], [0.28861, -3.50817, 3.32446], [0.36356, -2.49897, 4.02261], [1.41058, -4.26308, 3.10567], [-0.83923, -3.90129, 2.68299], [1.30457, -5.02264, 2.46084], [2.25994, -3.95559, 3.53480], [-0.92118, -4.71523, 2.10647], [-1.63731, -3.28637, 2.80036], [3.45343, 1.84497, -0.04876], [2.73210, 2.19695, -0.97051], [3.15315, 1.92584, 1.26805], [4.77249, 1.53017, -0.26958], [3.63318, 1.26987, 1.85788], [2.19913, 2.17038, 1.46924], [5.08604, 1.28137, -1.19200], [5.43685, 1.23220, 0.42444], [-3.92697, -1.93008, 2.79483], [-3.25814, -2.56218, 3.59536], [-3.80080, -0.58222, 2.63329], [-4.73965, -2.52507, 1.87360], [-3.13131, -0.11130, 3.22596], [-4.46617, 0.03748, 2.20703], [-4.87928, -3.51192, 1.99784], [-5.38772, -1.99821, 1.31870]], "atomic_forces_ev_per_a": [[0.53, 0.02, -1.34], [-0.04, -0.10, 0.57], [0.21, 0.32, -0.22], [0.67, 0.30, 0.36], [-0.28, -0.15, 0.24], [0.04, 0.04, 0.32], [-0.40, -0.54, 0.21], [-0.73, -0.01, -0.09], [-0.55, -0.88, -0.32], [0.11, 0.35, 0.14], [0.13, 0.64, -0.13], [0.11, 0.98, 0.33], [-0.01, -0.09, 0.30], [0.10, -0.43, 0.09], [0.06, 0.00, -0.06], [-0.07, -0.39, -0.37], [-0.51, -0.52, -0.03], [0.02, 0.24, 0.08], [0.11, 0.05, -0.13], [0.71, 0.45, -0.15], [0.02, 0.13, 0.25], [-0.02, -0.20, 0.01], [-0.32, -0.08, 0.07], [-0.20, -0.23, -0.03], [0.44, 0.03, 0.90], [-0.12, 0.15, -0.32], [-0.09, -0.65, -0.68], [-0.39, 0.27, -0.30], [0.04, 0.26, 0.05], [0.01, 0.04, -0.15], [0.26, -0.04, 0.02], [0.31, 0.15, 0.35], [-0.38, -0.41, -0.05], [0.01, 0.08, -0.05], [0.49, 1.13, 0.39], [-0.23, -0.09, -0.15], [0.26, -0.18, -0.42], [-0.23, -0.27, 0.18], [0.03, 0.01, -0.04], [0.08, -0.12, 0.25], [1.08, 0.57, 0.05], [-0.58, -0.24, -0.16], [-1.22, -0.16, -0.21], [-0.26, 0.55, 0.07], [0.78, -0.18, 0.11], [0.17, -0.21, -0.11], [0.12, -0.07, 0.06], [-0.13, -0.41, 0.19], [1.52, 0.69, 0.09], [-0.70, -0.35, -0.09], [-0.19, 0.12, -0.17], [0.65, -0.72, -0.58], [-0.31, 0.09, 0.33], [-0.10, -0.41, 0.23], [-0.47, 0.26, -0.21], [-0.45, 0.18, 0.42], [-0.11, 0.69, -0.88], [0.12, -0.34, 0.07], [0.41, 0.67, 0.54], [-0.04, -0.40, 0.28], [-0.04, -0.22, 0.20], [-0.19, -0.38, -0.23], [-0.23, 0.03, -0.03], [-0.01, -0.04, -0.05]], "mulliken_charge": [0.48, -0.68, 0.24, -0.19, 0.20, -0.23, 0.20, 0.06, 0.56, -0.66, -0.24, -0.32, 0.12, 0.16, 0.15, 0.21, 0.50, -0.64, -0.29, -0.40, 0.22, 0.17, 0.25, 0.16, 0.50, -0.55, -0.42, -0.15, 0.25, 0.17, 0.09, 0.13, 0.54, -0.71, -0.19, -0.31, 0.15, 0.23, 0.17, 0.23, 0.73, -0.68, -0.47, -0.28, 0.14, 0.23, 0.17, 0.13, 0.57, -0.70, -0.41, -0.44, 0.21, 0.26, 0.22, 0.17, 0.69, -0.68, -0.29, -0.45, 0.14, 0.20, 0.23, 0.17]}

No. 2
{"formula": "C5H6O3S3", "method": "the ωB97M-V functional and the def2-TZVPD basis", "lumo_ev": -0.96, "relative_energy_kj_mol": 25.6, "smiles": "CC(=S)[C@]1(O)OC(=O)[C@H](S)S1", "homo_energy_ev": -9.31, "max_force_ev_per_a": 4.54, "energy_ev": -43928.45269, "symbols": ["C", "C", "C", "C", "C", "O", "O", "O", "S", "S", "S", "H", "H", "H", "H", "H", "H"], "positions_angstrom": [[-1.60198, -0.10061, 1.13993], [0.26089, -1.12638, -0.00811], [-0.48004, 0.65447, 1.89490], [0.54036, -0.69663, -1.54430], [1.25048, 0.67941, -1.72050], [-2.74615, 0.04495, 1.37815], [0.63356, -2.40787, 0.19658], [-1.15674, -0.83903, 0.16206], [1.08243, -0.18201, 1.57558], [-0.47110, 2.34409, 1.00900], [0.18183, -1.78068, -2.69005], [-0.63446, 0.78613, 3.01239], [2.00408, 0.68447, -2.53079], [1.55493, 0.76463, -0.75381], [0.44870, 1.28639, -2.11573], [-1.76340, 2.65180, 1.63372], [0.89661, -2.76312, -0.63900]], "atomic_forces_ev_per_a": [[1.56, 1.08, 1.91], [0.21, 1.57, 0.51], [0.40, 0.84, -0.04], [1.14, 0.09, 0.49], [-1.93, -2.87, -2.94], [-1.55, 0.09, 0.23], [-0.76, 0.49, 1.19], [1.24, -1.97, -1.68], [-1.17, -0.59, -1.69], [-2.29, -0.42, 2.09], [0.06, 0.47, 0.33], [-0.06, -0.24, -1.61], [-0.16, -0.38, 0.76], [1.36, 1.91, 2.32], [-0.16, 0.91, 0.60], [2.06, -0.22, -1.25], [0.04, -0.75, -1.21]], "mulliken_charge": [0.55, 0.56, -0.20, 0.10, -0.91, -0.53, -0.42, -0.34, -0.15, -0.19, -0.21, 0.39, 0.34, 0.20, 0.31, 0.18, 0.31]}

No. 3
{"formula": "C40H35BIN8O6P2Pb", "method": "the ωB97M-V functional and the def2-TZVPD basis", "charge": -1, "lumo_ev": 1.86, "relative_energy_kj_mol": 85.5, "homo_energy_ev": -4.12, "max_force_ev_per_a": 0.70, "energy_ev": -98862.92544, "symbols": ["Pb", "C", "C", "N", "N", "C", "B", "N", "C", "C", "C", "N", "N", "C", "C", "C", "N", "H", "H", "H", "H", "H", "H", "H", "H", "H", "H", "O", "C", "C", "O", "C", "C", "O", "C", "O", "O", "N", "P", "C", "C", "C", "C", "C", "C", "C", "C", "C", "C", "C", "C", "P", "C", "C", "C", "C", "C", "C", "C", "C", "C", "C", "C", "C", "H", "H", "H", "H", "H", "H", "H", "H", "H", "H", "H", "H", "H", "H", "H", "H", "H", "H", "H", "H", "H", "N", "C", "O", "C", "I", "H", "H", "H", "H"], "positions_angstrom": [[-0.44880, -0.24331, 1.51933], [-3.16479, 3.79521, 1.26296], [-1.94557, 3.10501, 1.30462], [-2.15276, 1.80396, 1.44326], [-3.48530, 1.62051, 1.48741], [-4.11493, 2.80442, 1.39086], [-4.10378, 0.24176, 1.80498], [-3.77838, -0.79449, 0.69365], [-4.66281, -1.46285, -0.06386], [-3.99835, -2.44584, -0.76482], [-2.66781, -2.31486, -0.35027], [-2.54820, -1.33040, 0.52864], [-3.58462, -0.27468, 3.17026], [-4.28696, -0.57564, 4.27448], [-3.41770, -1.04787, 5.23376], [-2.16423, -1.00450, 4.60911], [-2.27772, -0.53885, 3.37559], [-3.32570, 4.85339, 1.15954], [-0.93348, 3.47498, 1.23839], [-5.18914, 2.85103, 1.42193], [-5.30247, 0.37032, 1.85519], [-5.70388, -1.19059, -0.04163], [-4.40668, -3.14998, -1.46603], [-1.79782, -2.88542, -0.63915], [-5.35323, -0.43102, 4.29392], [-3.65205, -1.37578, 6.23015], [-1.18889, -1.28887, 4.96935], [4.96172, -3.80484, 3.51569], [3.93548, -3.28464, 3.13299], [3.15693, -2.18455, 3.82971], [3.52548, -1.52139, 4.79620], [1.88841, -2.05295, 3.10610], [1.92431, -2.82575, 1.92059], [1.04268, -2.80057, 1.01118], [3.17405, -3.59214, 1.85493], [3.55456, -4.30516, 0.93783], [0.92986, -1.27932, 3.45453], [0.53862, -0.25488, -2.23269], [-0.36569, 1.01879, -1.59040], [-1.63375, 1.44521, -2.83290], [-1.33925, 1.76730, -4.15842], [-2.35454, 2.06187, -5.05148], [-3.67990, 2.05195, -4.62516], [-3.98215, 1.74935, -3.30814], [-2.95963, 1.44303, -2.41609], [0.71506, 2.49554, -1.71083], [2.10091, 2.36460, -1.70462], [2.91892, 3.48646, -1.64793], [2.36150, 4.75389, -1.58943], [0.97830, 4.89543, -1.59440], [0.16349, 3.77715, -1.65728], [0.98336, -1.44017, -1.02372], [2.80213, -1.28011, -1.01510], [3.38796, -0.69965, 0.10545], [4.75408, -0.45900, 0.14850], [5.54534, -0.79912, -0.93869], [4.96833, -1.37501, -2.06469], [3.60497, -1.62270, -2.09869], [0.74067, -2.97213, -1.99516], [-0.19661, -3.01237, -3.02384], [-0.42676, -4.19178, -3.72235], [0.28560, -5.33674, -3.39905], [1.21904, -5.30063, -2.36942], [1.44308, -4.13119, -1.66016], [1.05245, -0.14324, -3.10129], [-0.30833, 1.79675, -4.49212], [-2.11765, 2.30335, -6.07961], [-4.47379, 2.28646, -5.32278], [-5.01024, 1.74262, -2.97092], [-3.19136, 1.19455, -1.38552], [2.55332, 1.38157, -1.73766], [3.99436, 3.36036, -1.64340], [2.99849, 5.62816, -1.54384], [0.53342, 5.88192, -1.55107], [-0.91415, 3.90179, -1.65914], [2.77212, -0.42348, 0.95333], [5.19479, -0.02225, 1.03436], [6.61400, -0.63003, -0.90421], [5.58595, -1.64895, -2.91049], [3.16694, -2.10367, -2.96732], [-0.74906, -2.11638, -3.27798], [-1.16004, -4.20865, -4.51902], [0.11193, -6.25678, -3.94309], [1.77304, -6.19195, -2.10534], [2.15059, -4.11829, -0.83679], [2.02198, 1.26205, 4.12972], [1.82318, 2.16781, 3.17163], [1.24975, 1.93065, 2.10698], [2.35760, 3.55605, 3.41975], [0.85543, 4.76944, 4.32903], [1.69995, 0.28581, 4.01094], [2.60705, 1.46657, 4.92167], [2.58167, 4.02017, 2.46567], [3.21610, 3.57813, 4.08380]], "atomic_forces_ev_per_a": [[0.21, -0.41, 0.39], [0.03, 0.01, -0.02], [0.09, 0.00, -0.06], [-0.04, -0.09, -0.04], [0.07, -0.04, 0.17], [-0.04, -0.02, -0.06], [-0.11, -0.04, 0.02], [0.12, -0.11, 0.30], [-0.11, 0.05, -0.07], [0.06, 0.05, 0.00], [0.10, -0.06, -0.07], [-0.03, 0.22, -0.08], [0.08, 0.04, -0.29], [-0.10, 0.02, 0.00], [0.03, 0.01, 0.00], [0.09, -0.02, 0.03], [0.05, 0.05, -0.15], [-0.01, 0.03, 0.00], [0.01, 0.02, 0.02], [-0.06, 0.01, 0.01], [0.04, -0.01, 0.02], [-0.05, 0.00, 0.00], [-0.02, -0.04, -0.02], [-0.01, -0.01, 0.01], [-0.05, 0.00, 0.01], [-0.01, -0.01, 0.03], [0.04, -0.02, 0.04], [-0.20, 0.16, -0.13], [0.02, 0.00, 0.06], [-0.07, -0.02, 0.05], [-0.09, -0.12, -0.21], [0.47, -0.15, 0.27], [-0.07, -0.09, -0.27], [-0.22, -0.02, 0.26], [0.29, -0.03, 0.12], [-0.09, 0.09, 0.16], [-0.23, 0.45, -0.07], [0.14, 0.18, 0.05], [0.02, 0.16, 0.21], [0.05, -0.03, -0.11], [-0.01, -0.01, 0.00], [-0.05, -0.01, 0.01], [0.02, 0.02, 0.00], [0.05, -0.01, 0.01], [-0.07, -0.05, 0.03], [0.05, -0.09, -0.09], [0.04, 0.02, -0.02], [-0.02, -0.02, 0.01], [-0.01, 0.00, -0.01], [0.02, 0.01, -0.01], [-0.05, -0.01, 0.02], [-0.31, 0.18, -0.60], [-0.07, 0.00, 0.12], [0.00, 0.13, 0.00], [-0.01, -0.06, -0.05], [-0.02, 0.01, 0.00], [0.02, -0.02, 0.03], [0.04, -0.03, -0.07], [0.06, 0.04, 0.07], [0.00, -0.01, -0.03], [0.04, 0.02, 0.02], [0.00, 0.01, 0.01], [-0.03, 0.00, 0.00], [0.01, 0.01, 0.01], [-0.03, -0.06, -0.02], [0.03, -0.01, 0.01], [0.00, 0.01, -0.02], [-0.01, 0.00, -0.02], [-0.03, 0.01, 0.01], [0.00, -0.01, 0.02], [0.01, -0.05, 0.03], [0.01, 0.01, 0.00], [0.00, 0.01, 0.01], [0.00, 0.01, 0.00], [-0.01, -0.02, 0.00], [-0.01, 0.02, 0.02], [0.03, 0.00, 0.03], [0.01, 0.01, -0.01], [0.02, -0.01, -0.01], [-0.01, 0.02, 0.02], [-0.03, 0.01, -0.01], [-0.01, -0.01, -0.01], [0.00, -0.01, -0.01], [0.01, -0.03, 0.00], [-0.01, -0.03, -0.03], [0.01, -0.08, -0.01], [0.05, -0.33, -0.02], [-0.17, 0.03, -0.01], [0.08, 0.11, -0.01], [-0.04, 0.00, 0.00], [0.00, 0.08, -0.01], [-0.06, -0.02, -0.02], [0.03, 0.01, 0.02], [0.01, 0.00, 0.00]], "mulliken_charge": [2.60, -1.45, -0.76, 0.60, 0.29, -0.31, -0.32, 0.14, -0.25, -1.40, -0.70, 0.18, -0.60, -0.09, -1.36, -0.61, 0.79, 0.44, 0.71, 0.48, -0.19, 0.47, 0.46, 0.70, 0.46, 0.40, 0.62, -0.64, 0.16, 0.49, -0.78, -0.19, 0.61, -0.77, 0.58, -0.78, -0.63, 0.34, 0.76, -0.13, -0.60, -0.73, -0.45, -0.69, 0.16, 0.32, -0.30, -0.61, -0.61, -0.60, -0.63, 0.74, 0.28, 0.35, -1.04, -0.75, -0.79, -0.42, 0.12, -0.54, -0.59, -0.58, -0.57, -0.60, 0.43, 0.36, 0.39, 0.37, 0.42, 0.21, 0.12, 0.44, 0.38, 0.41, 0.44, 0.09, 0.49, 0.39, 0.38, 0.42, 0.41, 0.42, 0.34, 0.45, 0.37, -0.04, 0.50, -0.12, -1.26, 0.00, -0.03, 0.19, 0.32, 0.53]}

No. 4
{"formula": "H6O3", "method": "the ωB97M-V functional and the def2-TZVPD basis", "lumo_ev": 0.56, "relative_energy_kj_mol": 30.0, "smiles": "O.O.O", "homo_energy_ev": -11.52, "max_force_ev_per_a": 1.75, "energy_ev": -6239.94181, "symbols": ["H", "H", "H", "H", "H", "H", "O", "O", "O"], "positions_angstrom": [[0.76729, 1.90522, -0.47444], [0.51986, 0.47451, -0.65265], [-1.42874, 0.53376, -0.00652], [-0.94787, 0.23549, 1.34411], [1.50565, -1.56753, 0.33893], [0.01835, -1.30285, 0.09055], [0.17828, 1.32115, -0.91199], [-1.46346, -0.14250, 0.66426], [0.85064, -1.45726, -0.39224]], "atomic_forces_ev_per_a": [[0.74, 1.24, 0.45], [0.44, -1.34, -0.21], [0.00, 0.49, -0.70], [0.75, 0.64, 1.45], [-0.63, -0.01, -0.98], [-0.21, -0.14, -0.22], [-0.88, 0.29, -0.60], [-0.98, -1.28, -0.44], [0.77, 0.10, 1.26]], "mulliken_charge": [0.30, 0.37, 0.38, 0.33, 0.33, 0.40, -0.67, -0.72, -0.73]}